Entry 1:
{
  "formula": "H2N5O",
  "method": "the ωB97M-V functional and the def2-TZVPD basis",
  "multiplicity": 1,
  "total_charge": 1,
  "homo_ev": -15.98,
  "relative_energy_kcal_mol": 44.8,
  "elements": ["O", "N", "N", "N", "N", "N", "H", "H"],
  "positions_angstrom": [[4.200, -0.542, -0.079], [-0.585, 1.129, 0.041], [2.131, 0.319, 0.125], [-1.021, -1.038, -0.085], [3.141, -0.111, 0.012], [-0.613, 0.035, -0.106], [-0.653, -1.992, 0.002], [-0.265, 1.868, -0.560]],
  "forces_ev_per_angstrom": [[1.782, -0.773, -0.232], [0.582, 6.210, 1.218], [-2.170, 0.759, 0.083], [-0.598, -1.676, -0.555], [0.590, -0.074, 0.110], [-1.031, -5.476, -0.234], [0.524, 0.591, 0.122], [0.319, 0.439, -0.512]],
  "nbo_charge": [-0.257, -0.163, -0.221, -0.232, 0.481, 0.445, 0.480, 0.466]
}


Entry 2:
{
  "formula": "CHFNO3S",
  "method": "the ωB97M-V functional and the def2-TZVPD basis",
  "multiplicity": 1,
  "total_charge": -1,
  "homo_ev": -5.39,
  "relative_energy_kcal_mol": 27.5,
  "smiles": "[H]/N=C(/F)S(=O)(=O)[O-]",
  "elements": ["S", "F", "O", "O", "O", "N", "C", "H"],
  "positions_angstrom": [[1.303, -1.282, -1.271], [-1.142, -2.242, -1.014], [2.039, -0.160, -0.813], [1.259, -1.268, -2.716], [1.649, -2.547, -0.629], [-0.931, -0.433, 0.243], [-0.308, -1.026, -0.616], [-0.565, 0.395, 0.786]],
  "forces_ev_per_angstrom": [[1.856, -1.669, -1.256], [1.542, 1.949, -0.103], [0.827, 1.980, 1.622], [-0.975, -0.678, -0.097], [-0.448, 0.646, -0.447], [-0.137, 2.527, 1.873], [-2.739, -3.394, -0.140], [0.075, -1.362, -1.452]],
  "nbo_charge": [2.388, -0.437, -1.020, -0.991, -0.979, -0.666, 0.322, 0.383]
}


Entry 3:
{
  "formula": "C5H17NO2",
  "method": "the ωB97M-V functional and the def2-TZVPD basis",
  "multiplicity": 1,
  "homo_ev": -8.70,
  "relative_energy_kcal_mol": 17.8,
  "smiles": "CCNC(C)C.O.O",
  "elements": ["O", "O", "N", "C", "C", "C", "C", "C", "H", "H", "H", "H", "H", "H", "H", "H", "H", "H", "H", "H", "H", "H", "H", "H", "H"],
  "positions_angstrom": [[1.077, -2.929, -5.532], [4.555, 0.393, 2.997], [-0.380, 0.210, 0.808], [-0.109, 1.636, 0.895], [1.392, 1.912, 0.807], [-1.788, -1.717, 0.558], [-1.782, -0.194, 0.740], [-2.581, 0.472, -0.373], [1.335, -2.048, -5.863], [1.615, 2.774, 1.438], [-1.678, -1.986, -0.493], [-3.637, 0.227, -0.276], [0.118, -0.187, 0.010], [-0.659, 2.185, 0.136], [3.621, 0.164, 3.041], [-0.461, 2.021, 1.864], [1.894, 1.059, 1.265], [-2.242, 0.047, 1.689], [-2.561, 1.559, -0.267], [1.780, 2.095, -0.195], [-1.009, -2.152, 1.166], [1.556, -3.498, -6.153], [4.887, -0.075, 2.213], [-2.711, -2.205, 0.906], [-2.234, 0.237, -1.382]],
  "forces_ev_per_angstrom": [[0.567, 0.545, -0.722], [0.150, -0.221, -0.374], [0.301, -0.103, -0.076], [0.018, 0.032, 0.120], [-0.282, 0.057, 0.596], [-0.755, -0.060, 0.319], [0.286, -0.673, -0.697], [-0.379, 0.671, 0.257], [-0.337, -0.414, 0.428], [0.185, 0.070, -0.237], [0.264, -0.028, 0.004], [-0.083, -0.305, -0.168], [-0.121, 0.139, 0.164], [0.021, 0.383, -0.229], [-0.002, 0.000, 0.002], [-0.078, -0.303, -0.152], [0.224, 0.001, -0.141], [-0.110, 0.179, 0.378], [0.093, 0.027, -0.055], [-0.105, -0.140, -0.024], [0.457, -0.159, -0.013], [-0.230, -0.128, 0.296], [-0.163, 0.220, 0.372], [0.020, 0.409, -0.180], [0.059, -0.199, 0.134]],
  "nbo_charge": [-0.931, -0.937, -0.630, -0.215, -0.616, -0.613, -0.050, -0.630, 0.465, 0.216, 0.202, 0.213, 0.347, 0.164, 0.470, 0.181, 0.204, 0.183, 0.205, 0.206, 0.219, 0.466, 0.468, 0.211, 0.203]
}


Entry 4:
{
  "formula": "C4H4ClNOS",
  "method": "the ωB97M-V functional and the def2-TZVPD basis",
  "multiplicity": 1,
  "homo_ev": [-8.10, -9.01],
  "relative_energy_kcal_mol": 126.8,
  "elements": ["Cl", "S", "O", "N", "C", "C", "C", "C", "H", "H", "H", "H"],
  "positions_angstrom": [[0.894, 0.285, -3.134], [0.744, -1.990, -1.021], [2.051, -2.723, 1.212], [-0.307, -0.830, -1.077], [0.177, -0.262, 1.845], [-0.659, -0.220, -2.262], [1.310, -0.422, 1.316], [1.462, -1.857, 0.620], [-1.163, -0.720, -3.109], [-0.752, -0.109, 2.311], [-1.165, 0.725, -2.268], [2.179, -0.035, 1.715]],
  "forces_ev_per_angstrom": [[0.246, 0.212, -0.352], [0.602, -1.243, -0.374], [-0.552, 0.381, -1.214], [-1.228, 0.545, 1.269], [-1.287, 0.521, 0.299], [0.895, 0.471, -2.859], [-0.535, -2.857, -0.919], [0.502, 1.312, 1.501], [0.087, -0.905, 0.852], [-0.553, 0.150, 0.137], [-0.374, 0.412, 1.326], [2.199, 1.001, 0.335]],
  "nbo_charge": [-0.149, 0.660, -0.499, -0.633, -0.043, -0.197, -0.394, 0.367, 0.214, 0.223, 0.217, 0.233]
}


Entry 5:
{
  "formula": "C4H5FOS",
  "method": "the ωB97M-V functional and the def2-TZVPD basis",
  "multiplicity": 1,
  "homo_ev": -8.90,
  "relative_energy_kcal_mol": 17.5,
  "smiles": "C=C(F)CC(O)=S",
  "elements": ["S", "F", "O", "C", "C", "C", "C", "H", "H", "H", "H", "H"],
  "positions_angstrom": [[-2.315, -0.549, -0.730], [1.921, -0.032, 1.084], [-0.290, -1.333, 0.671], [1.403, 0.762, 0.091], [-0.899, -0.376, 0.014], [-0.098, 0.961, 0.218], [2.373, 1.187, -0.802], [-0.370, 1.730, -0.499], [0.542, -1.013, 0.996], [2.061, 1.700, -1.639], [3.460, 0.890, -0.682], [-0.301, 1.218, 1.253]],
  "forces_ev_per_angstrom": [[-0.036, 0.124, -0.175], [-0.212, -0.022, 0.598], [-1.021, -1.474, -0.212], [2.847, 0.895, -2.120], [0.669, 1.534, 0.216], [0.608, -0.880, -0.991], [-1.143, -2.271, 3.419], [-0.372, 0.001, 0.258], [0.953, -0.071, 0.612], [-0.458, 1.262, -1.668], [-1.709, 0.401, -0.031], [-0.126, 0.501, 0.093]],
  "nbo_charge": [-0.034, -0.362, -0.643, 0.384, 0.228, -0.569, -0.451, 0.261, 0.492, 0.209, 0.234, 0.251]
}


Entry 6:
{
  "formula": "C44H37BrF4N6O5PRb",
  "method": "the ωB97M-V functional and the def2-TZVPD basis",
  "multiplicity": 1,
  "total_charge": -2,
  "homo_ev": -1.85,
  "relative_energy_kcal_mol": 16.4,
  "elements": ["Rb", "Br", "P", "F", "F", "F", "F", "O", "O", "O", "O", "O", "N", "N", "N", "N", "N", "N", "C", "C", "C", "C", "C", "C", "C", "C", "C", "C", "C", "C", "C", "C", "C", "C", "C", "C", "C", "C", "C", "C", "C", "C", "C", "C", "C", "C", "C", "C", "C", "C", "C", "C", "C", "C", "C", "C", "C", "C", "C", "C", "C", "C", "H", "H", "H", "H", "H", "H", "H", "H", "H", "H", "H", "H", "H", "H", "H", "H", "H", "H", "H", "H", "H", "H", "H", "H", "H", "H", "H", "H", "H", "H", "H", "H", "H", "H", "H", "H", "H"],
  "positions_angstrom": [[-0.444, 0.028, -0.260], [-3.477, 1.435, -0.122], [-1.661, 1.884, 2.378], [-7.572, 3.121, 2.623], [-6.396, 2.173, 0.393], [-3.467, 3.332, 4.793], [-6.069, 3.670, 4.816], [-1.118, -1.932, 1.181], [-2.006, -3.989, 1.349], [1.204, -2.142, -0.073], [-4.082, -0.878, -2.756], [-2.381, 0.398, -2.010], [2.848, 2.100, -0.112], [-1.164, -2.224, -1.665], [1.246, 1.282, -2.344], [2.457, 1.326, -2.910], [0.796, 1.261, 2.202], [1.936, 1.882, 2.560], [3.556, 4.375, 0.338], [-0.058, 2.406, 6.180], [1.035, 1.745, -4.537], [4.733, 0.566, -2.886], [-4.273, 2.139, 1.456], [2.400, 3.127, 2.026], [2.984, 6.650, 3.338], [0.898, -3.303, -0.806], [2.370, 1.619, -4.234], [-4.125, 2.930, 3.690], [0.377, 1.532, -3.312], [-5.634, 2.390, 1.473], [-1.789, 0.711, 4.851], [0.809, 0.079, 2.811], [5.206, 1.686, -0.432], [2.669, 1.106, 3.382], [-1.851, -1.748, -2.859], [-1.251, 1.806, 4.172], [6.027, 0.528, -2.385], [6.244, 1.129, -1.147], [-3.480, 2.390, 2.584], [3.570, 5.478, 1.162], [7.136, -0.138, -3.162], [-1.389, 4.718, 2.572], [3.861, 1.692, -0.892], [-1.687, -2.972, 0.720], [-6.254, 2.882, 2.606], [-0.448, 3.670, 0.624], [2.447, 4.239, 2.849], [2.953, 3.145, 0.719], [-0.969, 5.955, 2.107], [-1.483, 0.480, 6.181], [-0.374, 2.642, 4.849], [3.683, 1.166, -2.204], [-1.121, 3.562, 1.840], [-0.041, 4.910, 0.155], [-2.893, -0.654, -2.510], [-0.614, 1.329, 6.853], [0.002, -3.014, -2.014], [1.974, -0.065, 3.576], [-0.291, 6.052, 0.899], [-2.085, -2.936, -0.782], [3.008, 5.441, 2.439], [-5.491, 3.156, 3.719], [2.265, -0.906, 4.182], [4.529, 0.114, -3.852], [2.056, 4.161, 3.858], [-0.367, 1.149, 7.892], [8.091, -0.023, -2.648], [3.244, 1.738, -4.850], [7.246, 1.139, -0.729], [7.235, 0.296, -4.161], [1.840, -3.726, -1.171], [-1.922, 4.655, 3.513], [0.379, -1.955, 0.442], [6.949, -1.209, -3.285], [-1.920, -0.368, 6.695], [4.018, 6.403, 0.806], [0.609, 1.978, -5.499], [3.621, 1.441, 3.760], [-1.173, 6.847, 2.689], [0.629, 3.068, 6.697], [-0.682, 1.540, -3.098], [3.619, 7.443, 2.939], [3.337, 6.407, 4.344], [-2.447, 0.032, 4.317], [0.492, 4.976, -0.785], [3.994, 4.424, -0.652], [1.968, 7.048, 3.434], [0.059, 3.489, 4.336], [-0.234, 2.781, 0.039], [-2.252, -3.971, -1.117], [-3.051, -2.425, -0.808], [0.416, -4.053, -0.167], [0.585, -2.446, -2.745], [-0.276, -3.985, -2.470], [0.045, 7.018, 0.541], [-0.010, -0.621, 2.694], [-2.363, -2.565, -3.394], [-1.120, -1.290, -3.533], [5.391, 2.122, 0.543]],
  "forces_ev_per_angstrom": [[0.657, 2.023, -0.255], [-0.948, 0.323, 0.128], [-0.915, 0.708, 0.643], [-0.105, 0.002, -0.012], [-0.044, -0.023, 0.017], [0.110, -0.084, 0.108], [-0.073, 0.052, 0.067], [-0.162, -0.701, 0.403], [0.006, 0.149, -0.066], [0.116, -0.186, 0.038], [0.008, 0.065, 0.039], [-0.110, -0.155, -0.684], [-0.405, -0.215, -0.027], [-0.212, -0.489, -0.308], [-0.160, -0.170, 0.088], [0.079, 0.205, -0.304], [0.448, 0.033, -0.157], [0.141, -0.162, 0.194], [-0.007, -0.060, 0.009], [0.039, 0.004, 0.054], [0.159, 0.070, -0.042], [-0.079, 0.001, 0.006], [0.060, -0.038, 0.093], [0.042, 0.090, -0.164], [-0.074, -0.098, -0.059], [-0.103, -0.078, -0.158], [-0.188, -0.020, -0.010], [0.015, 0.036, -0.164], [-0.024, 0.034, -0.117], [0.056, -0.026, -0.176], [-0.020, 0.083, -0.070], [0.326, 0.118, 0.090], [-0.067, 0.017, -0.052], [-0.073, -0.174, 0.116], [-0.302, 0.071, -0.017], [0.052, -0.140, -0.021], [0.090, -0.003, -0.042], [0.018, -0.028, -0.038], [0.048, -0.122, 0.013], [-0.063, -0.009, 0.045], [-0.129, 0.029, 0.037], [0.039, 0.040, -0.060], [0.142, 0.112, 0.049], [-0.331, -0.420, 0.084], [0.122, 0.015, 0.014], [-0.130, -0.052, 0.106], [-0.043, -0.009, 0.051], [0.162, 0.139, -0.105], [-0.019, 0.048, 0.048], [-0.051, -0.032, 0.066], [-0.017, 0.020, -0.016], [0.143, -0.054, 0.240], [0.139, -0.120, -0.040], [0.057, 0.016, -0.099], [0.089, -0.126, -0.344], [-0.005, 0.016, 0.003], [0.217, 0.005, 0.211], [0.069, -0.082, 0.089], [0.012, 0.009, -0.003], [0.135, -0.030, 0.211], [0.048, 0.081, 0.053], [0.086, -0.040, -0.067], [0.006, -0.016, -0.018], [-0.025, 0.009, -0.004], [-0.078, -0.064, -0.006], [0.000, -0.013, -0.009], [0.011, 0.001, -0.006], [0.061, -0.002, 0.068], [-0.008, -0.006, 0.011], [0.051, -0.035, -0.010], [-0.025, -0.045, 0.014], [0.006, -0.015, -0.013], [0.483, -0.670, 0.296], [0.044, -0.005, -0.017], [0.017, -0.010, -0.026], [0.013, -0.008, 0.007], [-0.033, -0.002, 0.026], [0.005, 0.036, -0.073], [0.002, -0.014, -0.002], [0.000, 0.006, -0.034], [0.016, -0.107, 0.051], [0.000, 0.017, 0.016], [-0.001, 0.036, 0.011], [0.017, -0.039, 0.032], [0.013, -0.027, 0.010], [0.010, 0.014, 0.010], [0.032, 0.040, 0.018], [0.044, 0.016, -0.028], [0.100, 0.157, 0.069], [-0.004, 0.012, -0.018], [-0.005, -0.004, -0.043], [0.062, -0.006, 0.032], [-0.042, 0.010, -0.012], [-0.022, 0.039, -0.074], [0.009, -0.010, 0.002], [0.045, 0.110, -0.065], [0.037, -0.010, 0.011], [0.068, -0.050, 0.035], [0.018, -0.015, 0.000]],
  "mulliken_charge": [0.940, 0.059, 0.860, -0.328, -0.362, -0.435, -0.329, -0.587, -0.853, -0.540, -0.778, -0.696, 0.094, 0.692, 0.522, 0.115, 0.953, 0.763, -0.120, -0.996, -1.368, -0.341, -0.300, -0.685, -1.531, -0.546, -0.184, 0.032, -0.586, 0.292, -0.640, -0.272, -0.261, -0.365, -0.593, 0.494, 0.599, -1.081, 0.086, -1.173, -1.450, -0.488, 0.495, 0.141, 0.543, -0.403, -0.306, -0.398, -0.944, -0.842, -0.074, -0.412, 1.663, -0.449, 0.291, -0.510, -0.775, -1.830, -0.712, -0.557, 1.008, 0.304, 0.498, 0.535, 0.287, 0.359, 0.339, 0.489, 0.241, 0.297, 0.460, 0.339, 0.021, 0.299, 0.411, 0.247, 0.412, 0.467, 0.404, 0.399, 0.559, 0.384, 0.331, 0.474, 0.408, 0.534, 0.244, 0.187, -0.050, 0.221, 0.407, 0.305, 0.385, 0.217, 0.367, 0.658, 0.230, 0.409, 0.379]
}